[1]
# C5H9O3

A cluster of 2 separate species, C5H9O3 in total (wB97M-V/def2-TZVPD, the Open Molecules 2025 dataset).

Element x y z (Å)
O 0.17 1.71 2.09
C -0.37 0.85 1.33
O -1.60 0.68 1.21
C 0.59 0.05 0.45
C -0.13 -0.72 -0.73
C 0.93 -1.44 -1.50
C 0.95 -2.63 -2.09
H 1.33 -0.60 0.89
H 1.22 0.79 -0.08
H -0.55 0.06 -1.36
H -0.96 -1.33 -0.38
H 1.74 -0.73 -1.75
H 0.19 -3.46 -2.06
H 1.59 -2.92 -2.90
H -1.09 2.75 2.35
H -2.45 3.29 2.18
O -1.57 3.65 2.35

## Properties
2S+1: 1
Lowest unoccupied orbital energy in eV: 3.52
Energy above the lowest of the compared OMol25 structures with the same formula, charge and spin in kJ/mol: 75.1
Charge: -1
Energy in a.u.: -421.67862

=====

[2]
# C6H9FO

The molecule C6H9FO (wB97M-V/def2-TZVPD, the Open Molecules 2025 dataset).

Element x y z (Å)
C 2.23 -0.99 -0.49
C 1.26 -0.14 -0.13
C 1.30 0.70 1.15
O 0.25 0.09 -0.99
C -1.04 0.24 -0.58
C -1.75 1.36 -0.64
C -1.65 -1.07 -0.11
F -2.83 -0.81 0.61
H 3.05 -1.20 0.16
H 2.15 -1.41 -1.50
H 0.29 0.76 1.59
H 2.03 0.29 1.83
H 1.63 1.76 0.94
H -2.80 1.44 -0.31
H -1.24 2.29 -1.07
H -1.94 -1.66 -1.00
H -0.94 -1.64 0.53

## Properties
2S+1: 1
Lowest unoccupied orbital energy in eV: 0.92
Energy above the lowest of the compared OMol25 structures with the same formula, charge and spin in kJ/mol: 108.6
Charge: 0
Energy in a.u.: -409.05617
SMILES: C=C(C)OC(=C)CF

=====

[3]
# C60H66N5O5

The ion C60H66N5O5 with charge +1 (wB97M-V/def2-TZVPD, the Open Molecules 2025 dataset).

Element x y z (Å)
C 4.62 -1.47 0.00
O 5.03 -0.15 0.41
C 4.09 0.81 0.63
C 2.70 0.64 0.55
C 1.85 1.55 1.19
C 0.38 1.25 1.29
C -0.06 0.67 2.66
C 1.07 -0.17 3.27
O 1.94 0.18 4.05
N 0.84 -1.45 2.82
C 1.74 -2.52 3.20
C -0.58 -1.70 2.57
C -0.75 -2.40 1.22
C -1.17 -2.53 3.71
N -1.12 -0.33 2.58
C -2.44 -0.05 2.50
C -3.41 -0.98 2.29
C -4.86 -0.67 2.38
C -5.37 0.19 1.22
C -5.68 1.53 1.43
C -6.37 2.25 0.45
C -6.69 1.63 -0.76
C -6.26 0.32 -1.02
C -5.57 -0.38 -0.03
C 2.37 2.70 1.78
C 3.76 2.91 1.83
O 4.42 3.84 2.57
C 3.67 4.78 3.37
C 4.61 2.03 1.11
O 5.95 2.27 1.07
C 6.76 1.78 2.18
H 5.56 -2.02 -0.11
H 3.99 -1.95 0.77
H 4.09 -1.43 -0.96
H 2.29 -0.25 0.06
H -0.21 2.17 1.15
H 0.08 0.53 0.51
H -0.34 1.49 3.35
H 2.74 -2.33 2.81
H 1.81 -2.63 4.30
H 1.36 -3.45 2.77
H -0.08 -1.95 0.47
H -0.49 -3.47 1.33
H -1.77 -2.33 0.85
H -0.87 -2.10 4.67
H -2.27 -2.52 3.66
H -0.82 -3.56 3.63
H -2.73 1.00 2.63
H -3.17 -2.00 2.00
H -5.06 -0.15 3.34
H -5.43 1.99 2.39
H -6.66 3.28 0.64
H -7.24 2.18 -1.53
H -6.45 -0.16 -1.97
H -5.18 -1.39 -0.23
H 1.70 3.42 2.27
H 4.44 5.39 3.84
H 3.03 5.41 2.73
H 3.06 4.27 4.13
H 7.78 2.06 1.91
H 6.45 2.29 3.11
H 6.65 0.70 2.27
C -5.54 -8.23 4.47
C -6.06 -7.08 3.66
C -5.31 -6.54 2.62
C -5.78 -5.46 1.87
C -4.96 -4.88 0.75
C -7.03 -4.92 2.19
N -7.49 -3.77 1.48
C -8.28 -3.81 0.35
C -8.20 -4.89 -0.62
C -8.08 -4.53 -1.98
C -7.85 -5.52 -2.93
C -7.82 -6.87 -2.55
C -8.04 -7.24 -1.21
C -8.26 -6.25 -0.25
N -9.03 -2.74 0.25
N -8.80 -1.99 1.41
C -9.90 -1.17 1.84
C -11.22 -1.62 1.66
C -11.59 -3.00 1.24
C -12.27 -0.73 1.90
C -12.06 0.57 2.36
C -13.21 1.51 2.51
C -10.75 0.95 2.67
C -9.67 0.11 2.42
C -8.31 0.59 2.76
C -7.79 -2.57 2.13
C -6.75 -2.15 3.02
O -5.56 -1.87 2.33
C -6.77 -2.39 4.42
C -8.01 -2.04 5.16
C -5.76 -3.20 5.07
C -4.58 -3.61 4.41
C -3.77 -4.63 4.91
C -4.08 -5.25 6.12
C -5.21 -4.82 6.83
C -6.00 -3.78 6.35
C -7.82 -5.44 3.22
C -9.21 -4.94 3.49
C -7.29 -6.50 3.97
H -6.37 -8.80 4.90
H -4.94 -8.90 3.85
H -4.91 -7.88 5.30
H -4.33 -6.96 2.38
H -4.86 -3.79 0.87
H -3.96 -5.32 0.78
H -5.41 -5.09 -0.23
H -8.13 -3.48 -2.24
H -7.68 -5.24 -3.97
H -7.65 -7.65 -3.30
H -8.03 -8.29 -0.92
H -8.47 -6.52 0.79
H -12.68 -3.06 1.27
H -11.25 -3.25 0.23
H -11.21 -3.77 1.93
H -13.29 -1.07 1.73
H -12.98 2.31 3.23
H -13.47 1.99 1.56
H -14.11 0.98 2.85
H -10.56 1.93 3.11
H -8.22 1.66 2.53
H -8.07 0.47 3.83
H -7.55 0.04 2.18
H -7.74 -1.60 6.14
H -8.59 -1.30 4.61
H -8.65 -2.92 5.34
H -4.34 -3.14 3.46
H -2.90 -4.97 4.34
H -3.45 -6.05 6.51
H -5.47 -5.33 7.76
H -6.84 -3.42 6.95
H -9.52 -5.26 4.50
H -9.28 -3.84 3.46
H -9.95 -5.33 2.77
H -7.89 -6.89 4.80

## Properties
2S+1: 1
Lowest unoccupied orbital energy in eV: -3.09
Energy above the lowest of the compared OMol25 structures with the same formula, charge and spin in kJ/mol: 93.7
Charge: +1
Energy in a.u.: -2975.60569

=====

[4]
# C6H12O

The molecule C6H12O (wB97M-V/def2-TZVPD, the Open Molecules 2025 dataset).

Element x y z (Å)
C -1.76 0.52 1.12
C -0.48 -0.32 1.01
C 0.54 0.00 -0.10
C 0.80 1.48 -0.26
C 1.53 -1.13 -0.19
C 0.57 -0.90 -1.33
O -0.67 -1.51 -1.60
H -2.39 0.43 0.22
H -1.55 1.58 1.29
H -2.36 0.17 1.97
H -0.76 -1.38 0.97
H 0.07 -0.19 1.95
H -0.10 1.92 -0.72
H 0.95 2.00 0.70
H 1.64 1.67 -0.93
H 1.44 -1.97 0.48
H 2.55 -0.85 -0.44
H 1.13 -0.79 -2.27
H -1.17 -0.72 -1.85

## Properties
2S+1: 1
Lowest unoccupied orbital energy in eV: 0.92
Energy above the lowest of the compared OMol25 structures with the same formula, charge and spin in kJ/mol: 178.5
Charge: 0
Energy in a.u.: -310.99129
SMILES: CC[C@@]1(C)C[C@H]1O

=====

[5]
# C2H7N5O

The molecule C2H7N5O (wB97M-V/def2-TZVPD, the Open Molecules 2025 dataset).

Element x y z (Å)
H 0.95 1.64 1.26
N 1.53 1.41 0.20
C 1.20 0.16 -0.10
N 2.26 -0.51 -0.53
N -0.01 -0.39 -0.06
N -0.09 -1.78 0.66
C -1.34 0.26 -0.05
N -1.34 1.63 0.23
O -2.27 -0.61 -0.55
H 2.97 0.11 -0.09
H 2.24 -1.56 -1.07
H -0.14 -1.71 1.73
H -1.10 -2.29 0.39
H -2.12 1.75 -0.55
H -0.24 1.99 0.10

## Properties
2S+1: 1
Lowest unoccupied orbital energy in eV: 0.46
Energy above the lowest of the compared OMol25 structures with the same formula, charge and spin in kJ/mol: 448.5
Charge: 0
Energy in a.u.: -429.25264
SMILES: [H]/N=C(/N)N(N)C(N)=O

=====

[6]
# C2H2F2LiORb

A structure of composition C2H2F2LiORb (wB97M-V/def2-TZVPD, the Open Molecules 2025 dataset).

Element x y z (Å)
F 3.51 0.10 -0.13
O 0.28 0.50 0.17
Rb 0.46 3.87 1.13
Li 2.01 -0.61 0.21
C -0.86 0.07 -0.17
C -1.10 -1.32 -0.22
H -0.81 -1.71 0.80
F -1.54 0.82 -1.02
H -1.94 -1.73 -0.77

## Properties
2S+1: 2
Lowest unoccupied orbital energy (spin up / spin down) in eV: -4.17 / -6.45
Energy above the lowest of the compared OMol25 structures with the same formula, charge and spin in kJ/mol: 101.2
Charge: +1
Energy in a.u.: -383.77438
⟨S²⟩: 0.762

=====

[7]
# C5H5OPS2

The molecule C5H5OPS2 (wB97M-V/def2-TZVPD, the Open Molecules 2025 dataset).

Element x y z (Å)
C 0.33 1.37 -3.47
C 0.06 1.08 -2.34
C -0.48 0.68 -1.11
C -0.46 1.48 -0.03
S -0.91 1.17 1.63
P -0.82 -1.06 1.17
C 0.95 -1.41 1.81
O -1.76 -1.80 1.96
S -0.92 -1.08 -0.95
H 0.83 1.43 -4.38
H -0.25 2.44 -0.15
H 0.95 -2.53 1.82
H 1.64 -0.70 1.28
H 0.83 -1.07 2.75

## Properties
2S+1: 1
Lowest unoccupied orbital energy in eV: -0.07
Energy above the lowest of the compared OMol25 structures with the same formula, charge and spin in kJ/mol: 0.0
Charge: 0
Energy in a.u.: -1406.43010
SMILES: C#CC1=CS[P@@](C)(=O)S1

=====

Largest force on an atom values (in eV/Å) by entry order: 2.21 2.17 4.74 1.14 7.75 5.16 4.71.